1.
C25H25N5O3 | ωB97M-V with the def2-TZVPD basis set

```
58
C25H25N5O3 | OMol25 | ωB97M-V with the def2-TZVPD basis set
O 3.46 -0.52 5.63
C 2.71 -1.18 4.93
N 2.68 -0.88 3.60
C 1.89 -1.60 2.73
C 1.87 -1.25 1.30
C 1.39 -2.16 0.34
C 1.31 -1.81 -1.01
C 1.68 -0.53 -1.45
C 1.51 -0.17 -2.88
C 1.28 1.16 -3.26
C 1.10 1.48 -4.60
C 1.15 0.45 -5.53
C 1.38 -0.85 -5.09
N 1.55 -1.15 -3.80
C 2.18 0.37 -0.50
C 2.28 0.02 0.85
N 1.11 -2.57 3.16
C 1.06 -2.90 4.50
C 0.20 -3.92 4.92
C 0.12 -4.27 6.28
C 0.90 -3.59 7.22
C 1.77 -2.57 6.81
C 1.84 -2.23 5.45
H 3.38 -0.24 3.26
H 1.07 -3.15 0.65
H 0.93 -2.55 -1.71
H 1.22 1.95 -2.52
H 0.92 2.51 -4.91
H 1.00 0.65 -6.59
H 1.41 -1.65 -5.83
H 2.51 1.36 -0.81
H 2.66 0.77 1.54
H -0.40 -4.43 4.18
H -0.55 -5.06 6.60
H 0.84 -3.86 8.27
H 2.38 -2.04 7.53
C -1.27 0.71 0.39
N -1.68 0.27 -0.94
C -2.53 0.87 -1.77
O -2.77 0.36 -2.86
C -3.17 2.22 -1.37
C -4.59 2.45 -1.93
N -2.31 3.39 -1.63
C -1.67 3.78 -2.73
C -1.96 3.17 -4.09
O -0.84 4.66 -2.65
H -0.73 1.65 0.33
H -0.62 -0.04 0.84
H -2.14 0.82 1.04
H -1.28 -0.59 -1.29
H -3.31 2.18 -0.29
H -4.58 2.42 -3.02
H -5.25 1.66 -1.57
H -4.97 3.41 -1.60
H -2.07 3.94 -0.82
H -3.02 3.22 -4.31
H -1.42 3.74 -4.85
H -1.62 2.14 -4.12
```

Calculated values
SMILES string   O=c1[nH]c(-c2ccc(-c3ccccn3)cc2)nc2ccccc12.CNC(=O)[C@H](C)NC(C)=O
DFT total energy   -1467.24854 Eh
Frontier orbital gap   8.0 eV
HOMO   -0.3146 Eh


2.
C23H21CdCl2N4SSe | ωB97M-V with the def2-TZVPD basis set

```
53
C23H21CdCl2N4SSe | OMol25 | ωB97M-V with the def2-TZVPD basis set
Cd 1.67 -0.26 0.46
C -2.55 1.18 -2.60
N -3.04 0.73 -1.32
C -2.67 1.24 -0.12
Se -1.56 2.64 0.21
N -3.33 0.51 0.82
C -4.12 -0.46 0.23
C -4.98 -1.41 0.75
C -5.64 -2.23 -0.16
C -5.46 -2.08 -1.54
C -4.60 -1.12 -2.05
C -3.94 -0.31 -1.14
H -1.71 1.85 -2.43
H -3.34 1.73 -3.14
H -2.23 0.33 -3.20
H -3.16 0.65 1.80
H -5.11 -1.54 1.81
H -6.30 -3.00 0.21
H -5.98 -2.74 -2.21
H -4.45 -1.01 -3.12
N -4.08 -5.09 1.00
C -3.25 -4.30 0.86
C -2.22 -3.32 0.69
C -1.61 -2.74 1.80
C -0.60 -1.82 1.63
C -0.14 -1.42 0.36
C -0.80 -2.00 -0.73
C -1.81 -2.93 -0.59
H -1.92 -3.04 2.80
H -0.12 -1.42 2.52
H -0.49 -1.73 -1.74
H -2.29 -3.38 -1.46
C 4.67 0.00 -2.78
S 3.19 1.01 -2.57
C 3.96 2.55 -2.04
H 5.26 0.33 -3.63
H 4.35 -1.02 -2.94
H 5.27 0.03 -1.87
H 4.58 2.37 -1.15
H 3.16 3.23 -1.76
H 4.56 2.98 -2.84
Cl 1.96 2.60 0.76
C 3.35 2.41 1.80
C 3.90 3.56 2.33
C 5.00 3.50 3.17
C 5.52 2.23 3.46
C 4.97 1.10 2.92
Cl 5.69 -0.44 3.35
C 3.83 1.06 2.02
N 3.37 -0.07 1.55
H 3.45 4.52 2.08
H 5.44 4.39 3.60
H 6.38 2.13 4.12
```

Calculated values
DFT total energy   -4995.83606 Eh
Charge   -1
Frontier orbital gap   5.2 eV
HOMO   -0.1068 Eh


3.
C2H43HgO20 | ωB97M-V with the def2-TZVPD basis set

```
66
C2H43HgO20 | OMol25 | ωB97M-V with the def2-TZVPD basis set
Hg -16.65 -4.36 -3.42
C -15.58 -3.00 -0.59
C -14.27 -3.44 -1.24
O -14.66 -4.22 -2.36
H -16.11 -3.96 -0.28
H -16.11 -2.53 -1.42
H -15.39 -2.40 0.29
H -13.70 -4.29 -0.78
H -13.60 -2.76 -1.70
O -12.80 -5.90 -2.42
H -13.49 -5.17 -2.55
H -12.68 -6.26 -3.31
O -11.71 -0.48 -3.26
H -12.13 -1.30 -3.66
H -10.98 -0.26 -3.88
O -19.26 -4.04 0.30
H -19.99 -3.50 0.65
H -18.54 -3.78 0.87
O -15.70 -6.05 0.73
H -15.44 -5.09 0.75
H -15.27 -6.37 1.54
O -17.40 -3.98 2.06
H -17.20 -3.09 2.44
H -16.50 -4.30 2.20
O -13.94 -7.73 -0.61
H -13.49 -7.18 -1.26
H -14.52 -7.18 -0.07
O -17.10 -6.17 -1.82
H -16.45 -6.20 -1.08
H -17.34 -7.02 -2.21
O -18.36 -3.13 -2.28
H -18.81 -3.31 -1.46
H -19.03 -2.54 -2.69
O -13.07 0.01 -0.60
H -12.79 -0.74 -1.05
H -12.30 0.26 -0.06
O -12.81 -2.01 1.80
H -12.69 -1.89 0.86
H -12.76 -1.12 2.08
O -17.35 -0.42 -1.63
H -16.66 -0.07 -1.02
H -16.93 -1.17 -2.04
O -13.34 -2.54 -4.07
H -13.71 -3.04 -3.35
H -12.93 -3.25 -4.53
O -11.20 -2.24 -0.42
H -10.88 -1.34 -0.20
H -10.88 -2.47 -1.32
O -16.15 -2.00 -3.77
H -16.19 -2.01 -4.74
H -15.38 -1.53 -3.44
O -15.30 -6.13 -4.53
H -15.34 -6.96 -4.06
H -15.49 -6.39 -5.41
O -12.04 -5.21 0.84
H -12.84 -4.96 1.26
H -12.15 -4.97 -0.07
O -14.60 -4.00 2.27
H -14.11 -3.20 2.16
H -14.28 -4.44 3.05
O -15.73 0.32 0.49
H -14.81 0.18 0.32
H -15.79 1.18 0.82
O -17.02 -1.34 2.20
H -16.61 -0.79 1.57
H -17.20 -0.76 2.94
```

Calculated values
DFT total energy   -1759.89012 Eh
Charge   +1
Frontier orbital gap   6.9 eV
HOMO   -0.4529 Eh


4.
C2H3N3O3S | ωB97M-V with the def2-TZVPD basis set

```
12
C2H3N3O3S | OMol25 | ωB97M-V with the def2-TZVPD basis set
C 1.52 1.08 0.08
C -0.60 -0.08 0.33
N 2.26 1.83 0.53
N 0.46 0.40 -0.44
N -1.87 0.69 -0.01
O -1.84 1.25 -1.05
O -2.73 0.72 0.82
O -0.34 -0.21 1.68
S -1.27 -1.72 -0.47
H 0.36 0.22 -1.38
H -1.12 -0.05 2.29
H -0.81 -1.62 -1.84
```

Calculated values
DFT total energy   -865.87520 Eh
Spin multiplicity   3
Frontier orbital gap (alpha / beta)   5.8 / 6.0 eV
HOMO (alpha / beta)   -0.2287 / -0.3779 Eh


5.
C3H6N2O | ωB97M-V with the def2-TZVPD basis set

```
12
C3H6N2O | OMol25 | ωB97M-V with the def2-TZVPD basis set
C -1.14 0.56 0.94
C -0.08 0.02 0.04
N -0.36 -0.12 -1.38
O 0.74 -1.06 -1.52
C 0.88 -1.08 -0.10
N 1.33 0.18 0.38
H -2.12 0.16 0.67
H -1.16 1.66 0.84
H -0.90 0.32 1.98
H -0.18 0.72 -1.94
H 1.07 -2.04 0.38
H 1.92 0.68 -0.28
```

Calculated values
SMILES string   C[C@]12NO[C@H]1N2
DFT total energy   -302.52992 Eh
Frontier orbital gap   10.4 eV
HOMO   -0.3441 Eh


6.
ClH2NP2 | ωB97M-V with the def2-TZVPD basis set

```
6
ClH2NP2 | OMol25 | ωB97M-V with the def2-TZVPD basis set
P -1.16 -0.08 0.63
N 0.09 0.64 -0.13
P 1.61 0.58 -0.40
Cl 3.28 -1.11 -0.08
H -1.78 -1.05 -0.27
H -2.04 1.03 0.24
```

Calculated values
SMILES string   P/N=P\Cl
DFT total energy   -1198.81908 Eh
Frontier orbital gap   8.2 eV
HOMO   -0.3532 Eh


7.
C2H7ClSi2 | ωB97M-V with the def2-TZVPD basis set

```
12
C2H7ClSi2 | OMol25 | ωB97M-V with the def2-TZVPD basis set
C 0.43 2.33 0.32
C 0.91 1.20 -0.12
Si -1.58 -1.90 -0.10
Si 1.82 0.02 0.97
Cl 3.02 -0.49 -0.59
H -0.29 2.98 -0.15
H 0.70 2.62 1.34
H 0.69 0.86 -1.07
H -1.74 -2.05 -1.60
H -0.37 -2.56 0.09
H -2.66 -2.38 0.70
H -0.93 -0.62 0.23
```

Calculated values
DFT total energy   -1119.48629 Eh
Frontier orbital gap   8.3 eV
HOMO   -0.3261 Eh


8.
C4H14N2OS | ωB97M-V with the def2-TZVPD basis set

```
22
C4H14N2OS | OMol25 | ωB97M-V with the def2-TZVPD basis set
C -1.26 0.77 0.28
N -0.51 1.87 -0.05
C 0.87 1.36 -1.06
C 1.02 -0.10 -1.38
S 3.12 -0.37 1.04
C -0.52 -0.22 1.47
N -1.07 -1.45 1.70
H -2.10 1.17 0.83
H -1.48 0.04 -0.51
H 2.81 0.93 1.13
H 1.54 1.49 -0.25
H 1.23 1.97 -1.90
H 1.21 -0.75 -0.52
H 0.09 -0.59 -1.74
H -0.45 0.44 2.33
H 0.51 -0.28 1.12
H -1.14 -1.88 0.71
H -0.31 1.83 -1.19
H -2.07 -1.36 1.93
H 1.95 -0.28 -1.92
H -2.10 -2.51 -1.22
O -1.33 -2.10 -0.80
```

Calculated values
DFT total energy   -743.34607 Eh
Frontier orbital gap   3.8 eV
HOMO   -0.2948 Eh


9.
C14H24BO7P | ωB97M-V with the def2-TZVPD basis set

```
47
C14H24BO7P | OMol25 | ωB97M-V with the def2-TZVPD basis set
C -2.68 -5.30 0.48
C -2.27 -6.31 1.74
B -1.15 -5.44 2.63
O 0.05 -6.08 3.23
C -1.47 -3.82 2.76
C -2.74 -3.41 3.49
C -3.00 -1.76 3.52
O -3.44 -1.13 4.62
C -2.62 -0.98 2.09
C -1.35 -1.39 1.37
C -0.50 -2.63 2.10
O 0.85 -2.67 2.15
H -1.68 -4.76 0.13
H -3.42 -4.46 0.80
H -3.13 -5.87 -0.44
H -3.21 -6.41 2.48
H -1.87 -7.35 1.39
H 0.71 -6.16 2.46
H -3.50 -4.17 3.96
H -3.31 -0.15 1.64
H -1.00 -0.88 0.36
C -1.26 3.82 -3.02
C -0.16 2.86 -3.45
O 0.98 2.97 -2.62
P 0.84 2.39 -1.07
O 1.12 0.93 -1.49
O 2.41 2.61 -0.54
C 3.18 1.50 -0.09
C 4.01 0.92 -1.23
O 0.54 4.03 -0.61
C 1.56 5.02 -0.54
C 2.36 5.26 -1.81
H -1.66 3.54 -2.04
H -2.08 3.82 -3.74
H -0.87 4.84 -2.93
H -0.53 1.83 -3.45
H 0.16 3.10 -4.47
H 2.54 0.74 0.37
H 3.85 1.85 0.70
H 3.44 0.79 -2.15
H 4.44 -0.04 -0.95
H 4.84 1.61 -1.47
H 2.22 4.81 0.31
H 1.05 5.96 -0.28
H 2.96 4.40 -2.09
H 3.04 6.11 -1.68
H 1.69 5.49 -2.65
```

Calculated values
SMILES string   CCB(O)C1=CC(=O)C=CC1=O.CCOP(=O)(OCC)OCC
DFT total energy   -1440.43145 Eh
Frontier orbital gap   7.6 eV
HOMO   -0.3629 Eh


10.
C11H19NO4 | ωB97M-V with the def2-TZVPD basis set

```
35
C11H19NO4 | OMol25 | ωB97M-V with the def2-TZVPD basis set
C -3.36 -1.79 0.11
C -2.96 -0.50 -0.01
C -3.78 0.44 -0.83
C -3.20 0.14 1.55
O -1.55 -0.26 -0.11
C -0.87 0.78 -0.25
O -1.36 1.87 0.24
N 0.47 0.39 -0.38
C 0.88 -0.85 -0.59
C 2.41 -0.75 -0.69
C 3.06 0.02 0.46
C 4.51 -0.06 0.39
O 5.25 0.98 -0.38
O 5.16 -1.29 0.48
C 2.57 1.51 0.51
C 1.43 1.59 -0.37
H -3.05 -2.17 -0.98
H -2.70 -2.31 0.71
H -4.42 -1.92 0.19
H -3.50 1.44 -0.63
H -4.82 0.49 -0.83
H -3.57 0.20 -1.98
H -2.74 -0.21 2.30
H -3.03 1.32 1.55
H -4.28 -0.07 1.68
H 0.72 -1.33 0.10
H 0.42 -1.26 -1.58
H 2.69 -0.30 -1.82
H 2.67 -1.74 -0.69
H 2.82 -0.81 1.27
H 6.05 -1.50 0.34
H 3.26 2.01 0.47
H 2.20 1.54 1.58
H 0.88 2.65 -0.22
H 1.77 1.73 -1.58
```

Calculated values
SMILES string   CC(C)(C)OC(=O)N1CCC(C(=O)O)CC1
DFT total energy   -785.87737 Eh
Frontier orbital gap   9.0 eV
HOMO   -0.3331 Eh


11.
C28H39B2Cl30F3NO7P2S | ωB97M-V with the def2-TZVPD basis set

```
113
C28H39B2Cl30F3NO7P2S | OMol25 | ωB97M-V with the def2-TZVPD basis set
C 2.32 3.42 2.01
C 3.39 3.57 0.83
B 4.65 2.57 1.01
O 5.93 3.20 1.09
C 4.49 0.94 1.15
P 5.07 0.73 2.93
O 4.67 2.02 3.61
O 4.30 -0.49 3.74
O 6.73 0.65 3.04
O 3.14 0.59 0.88
B 2.84 0.08 -0.49
C 2.28 1.22 -1.55
C 1.31 0.63 -2.66
C 0.90 1.63 -3.77
F -0.03 0.98 -4.60
F 1.95 1.95 -4.60
F 0.27 2.73 -3.25
C 1.92 -1.29 -0.39
C 0.53 -1.00 0.32
O 0.07 0.13 0.37
N -0.23 -2.05 0.98
C 0.42 -2.56 2.20
C -0.64 -3.13 0.05
O 4.25 -0.11 -1.00
C 5.22 0.02 0.03
C 6.56 0.50 -0.65
C 7.64 -0.66 -0.68
C 7.72 -1.50 -1.88
C 8.70 -2.60 -1.86
C 9.56 -2.84 -0.69
C 9.51 -1.97 0.49
C 8.52 -0.87 0.47
P 5.22 -1.79 0.72
S 4.94 -3.16 -0.65
H 2.76 3.65 3.01
H 1.79 2.43 2.00
H 1.52 4.21 1.84
H 3.77 4.63 0.93
H 2.92 3.50 -0.18
H 5.77 4.01 1.61
H 3.43 -0.64 3.32
H 7.03 1.53 2.71
H 1.64 1.91 -0.92
H 3.11 1.77 -2.07
H 0.40 0.23 -2.13
H 1.82 -0.26 -3.12
H 1.77 -1.78 -1.40
H 2.40 -2.09 0.25
H 1.36 -2.00 2.48
H -0.30 -2.38 3.06
H 0.60 -3.68 2.18
H -1.06 -2.69 -0.90
H -1.51 -3.66 0.54
H 0.15 -3.91 -0.13
H 7.06 1.36 -0.12
H 6.40 0.79 -1.72
H 7.06 -1.30 -2.75
H 8.73 -3.24 -2.77
H 10.29 -3.69 -0.65
H 10.16 -2.15 1.39
H 8.48 -0.23 1.38
H 6.33 -2.04 1.56
H 4.06 -1.85 1.57
C -3.63 0.02 1.40
Cl -4.31 -1.05 0.18
Cl -4.45 1.59 1.37
Cl -3.75 -0.71 3.00
H -2.58 0.18 1.17
C -7.84 0.51 -0.31
Cl -8.52 -0.56 -1.54
Cl -8.66 2.08 -0.34
Cl -7.97 -0.22 1.29
H -6.79 0.67 -0.53
C -5.05 3.13 4.63
Cl -6.65 2.94 5.36
Cl -4.81 4.78 4.06
Cl -3.79 2.69 5.79
H -4.98 2.46 3.78
C -7.13 -4.23 -0.92
Cl -7.68 -5.80 -1.51
Cl -6.72 -4.33 0.80
Cl -5.74 -3.67 -1.85
H -7.93 -3.52 -1.04
C -5.86 -5.63 -5.31
Cl -6.44 -4.09 -5.97
Cl -6.76 -6.98 -6.00
Cl -4.13 -5.82 -5.62
H -6.02 -5.62 -4.24
C 6.99 6.86 2.56
Cl 7.73 5.80 1.34
Cl 6.83 8.52 1.98
Cl 5.41 6.23 3.05
H 7.63 6.87 3.43
C -10.10 2.42 6.69
Cl -10.77 1.35 5.45
Cl -10.92 3.98 6.66
Cl -10.22 1.67 8.28
H -9.05 2.58 6.46
C -10.55 -5.46 -7.68
Cl -11.10 -7.03 -8.28
Cl -10.14 -5.55 -5.97
Cl -9.16 -4.89 -8.62
H -11.36 -4.75 -7.80
C -11.24 -5.23 -0.63
Cl -12.01 -5.34 -2.21
Cl -10.27 -3.76 -0.51
Cl -12.46 -5.27 0.66
H -10.58 -6.08 -0.51
C 6.35 8.83 -2.13
Cl 4.63 9.01 -2.47
Cl 7.01 10.32 -1.44
Cl 6.63 7.46 -1.05
H 6.86 8.63 -3.07
```

Calculated values
DFT total energy   -16907.90089 Eh
Charge   -1
Frontier orbital gap   6.9 eV
HOMO   -0.2057 Eh


12.
C10H18O2Si | ωB97M-V with the def2-TZVPD basis set

```
31
C10H18O2Si | OMol25 | ωB97M-V with the def2-TZVPD basis set
C -1.62 -3.68 0.17
C -0.81 -0.31 -2.78
C -0.41 -3.19 0.06
C 0.02 0.05 -1.81
C 1.63 -0.38 0.79
C -3.30 1.87 1.36
C 4.61 1.00 -0.28
C -2.30 1.27 0.39
C 3.97 -0.25 0.29
C -1.42 0.22 1.08
O 1.83 -0.34 1.98
O 2.60 -0.34 -0.13
Si -0.08 -0.56 -0.04
H -1.80 -4.75 0.22
H -2.50 -3.06 0.22
H -0.72 0.05 -3.80
H -1.62 -1.01 -2.60
H 0.51 -3.73 0.01
H 0.83 0.73 -2.06
H -2.79 2.40 2.16
H -3.97 2.57 0.85
H -3.91 1.09 1.81
H 4.51 1.02 -1.36
H 4.14 1.89 0.13
H 5.67 1.01 -0.02
H -2.83 0.80 -0.44
H -1.67 2.07 -0.02
H 3.99 -0.25 1.38
H 4.47 -1.15 -0.09
H -2.06 -0.56 1.49
H -0.92 0.69 1.94
```

Calculated values
DFT total energy   -831.58601 Eh
Spin multiplicity   3
Frontier orbital gap (alpha / beta)   6.4 / 7.1 eV
HOMO (alpha / beta)   -0.2028 / -0.3441 Eh